The following is a DFT calculation (ωB97M-V with the def2-TZVPD basis set) of 6 unconnected molecules or ions with the total composition C47H82F9IN3O12S at a distorted geometry.

Geometry as XYZ:
```
155
Properties=species:S:1:pos:R:3:forces:R:3:mulliken_charge:R:1
C 2.311 0.405 -3.495 0.022 0.707 1.057 -1.0595
C 2.512 0.473 -2.084 -0.612 -0.668 -2.063 -0.6070
C 2.100 1.545 -0.997 4.149 -1.946 1.786 1.4531
C 3.552 2.212 -0.609 0.048 0.498 -0.239 -0.9903
C 1.731 0.660 0.327 1.111 -0.257 0.179 -1.9393
O 0.387 0.183 0.392 0.050 1.296 -0.687 -0.3166
C -0.449 0.396 -0.755 -0.892 -1.837 0.087 0.3427
C -0.405 -0.947 -1.704 1.432 -0.144 0.054 -1.7763
I -2.414 -1.860 -1.907 0.710 0.610 0.015 0.0725
C 0.528 -2.105 -1.108 -0.781 -1.134 -1.094 1.2623
C 0.640 -3.332 -2.188 1.318 0.188 0.221 -1.3379
C -0.234 1.766 -1.586 -1.896 -1.979 -2.808 -0.2319
C -1.641 2.487 -1.680 -1.766 0.880 -1.027 -1.0718
C -2.528 2.730 -0.377 0.229 0.390 1.311 -0.6700
C -4.067 2.334 -0.480 1.356 -2.833 0.871 0.4559
F -4.082 0.949 -0.913 -0.289 2.891 0.537 -0.2592
F -4.656 2.250 0.833 1.029 1.279 -3.559 -0.3541
C -4.949 3.114 -1.545 -2.246 -3.510 -1.755 0.5795
F -4.544 2.802 -2.887 -0.302 0.725 3.634 -0.2350
F -6.277 2.580 -1.447 3.463 1.243 -0.179 -0.2518
S -5.057 4.967 -1.416 -3.334 4.043 -1.529 1.1910
F -6.695 4.828 -1.003 3.047 0.646 -0.153 -0.3128
F -5.580 5.006 -3.027 1.042 0.032 2.638 -0.3271
F -3.502 5.223 -1.962 -1.901 -0.839 1.318 -0.2745
F -4.647 5.034 0.190 -0.161 -0.482 -2.525 -0.2830
F -5.251 6.621 -1.382 0.535 -2.695 0.089 -0.2872
N 1.013 2.551 -1.292 0.523 -0.178 1.816 1.5462
C 0.724 3.300 0.015 -0.918 1.456 2.579 -0.7365
C 0.126 4.768 -0.134 -0.993 0.427 -0.428 0.0649
C 1.110 6.002 0.096 -0.220 1.864 0.393 -0.9935
N 2.559 5.709 0.245 0.401 0.407 -0.785 -0.4544
C 1.566 3.447 -2.351 1.078 2.630 -3.274 -0.7380
C 0.627 3.922 -3.553 -0.238 -0.614 -1.269 0.3837
C 1.549 4.568 -4.740 -1.064 0.080 0.300 -0.8836
N 1.142 6.009 -4.859 0.793 -0.710 -1.285 -0.4091
C 0.233 6.235 -6.046 0.239 1.788 -0.535 -0.6040
C 1.056 6.632 -7.381 1.214 0.953 -2.923 0.4241
C 2.168 5.753 -7.999 -0.090 2.244 -1.816 -0.1435
C 2.974 6.139 -9.291 -2.918 2.655 1.674 -0.5843
C 2.656 7.508 -9.980 -1.742 -1.367 2.992 -0.3496
C 1.534 8.428 -9.399 0.998 -3.467 1.565 -0.4291
C 0.735 7.980 -8.125 2.751 -1.262 -1.512 0.2077
O -0.296 8.863 -7.686 1.517 -1.028 0.064 -0.5180
H 2.700 1.193 -4.244 -1.998 -0.501 1.356 0.2649
H 1.714 -0.471 -3.937 2.488 0.437 0.465 0.2485
H 3.134 -0.411 -1.665 -2.334 0.931 -0.090 0.4988
H 4.007 1.650 0.291 -0.741 0.872 -1.548 0.3160
H 3.475 3.323 -0.359 0.025 -1.480 -0.090 0.2487
H 4.255 2.134 -1.522 -1.082 0.014 1.603 0.3671
H 1.978 1.233 1.303 -0.628 -0.628 -1.653 0.2389
H 2.438 -0.258 0.353 -0.999 1.554 -0.250 0.4467
H -1.523 0.284 -0.332 1.817 0.962 -0.618 0.6185
H -0.076 -0.733 -2.771 -0.588 -0.131 1.373 0.5165
H 1.601 -1.799 -0.891 -1.769 -0.114 -0.002 -0.5961
H -0.006 -2.537 -0.200 0.993 0.924 -0.980 0.2578
H 0.039 -3.144 -3.138 0.551 -0.455 1.417 0.3581
H 0.428 -4.354 -1.702 0.033 1.654 -0.966 0.1355
H 1.747 -3.390 -2.522 -1.746 0.058 0.493 0.2974
H -0.068 1.393 -2.673 -0.144 0.696 1.881 0.6632
H -1.655 3.510 -2.220 0.530 -1.823 0.723 -0.2578
H -2.284 1.826 -2.385 1.333 0.785 1.177 0.6939
H -2.120 2.150 0.538 -0.891 0.778 -1.476 0.4709
H -2.469 3.833 -0.099 -0.197 -1.482 -0.264 0.3646
H -0.033 2.716 0.670 1.292 0.494 -1.634 0.3827
H 1.618 3.390 0.711 -0.737 -0.210 -1.531 0.8161
H -0.402 4.940 -1.149 0.913 -0.514 1.613 -0.2226
H -0.724 4.887 0.644 1.468 -0.386 -1.197 0.3869
H 0.776 6.575 1.043 0.359 -1.042 -1.523 0.3531
H 1.004 6.773 -0.762 -0.194 -1.385 1.276 0.2557
H 2.994 6.181 1.050 -0.616 -0.388 -0.445 0.2542
H 3.061 6.101 -0.577 -0.452 -0.511 0.887 0.2434
H 2.050 4.418 -1.941 -1.174 -1.803 0.059 -0.1647
H 2.469 3.022 -2.940 -1.663 -0.220 1.545 0.4615
H 0.059 3.055 -4.070 0.947 1.105 1.199 0.0411
H -0.159 4.704 -3.294 1.226 -0.961 -0.125 0.1346
H 2.664 4.499 -4.491 -1.520 -0.046 -0.444 0.3756
H 1.288 4.068 -5.751 0.787 0.298 1.811 0.3350
H 2.006 6.518 -5.096 -0.600 -0.080 0.263 0.3846
H -0.370 7.185 -5.781 0.669 -1.712 -0.644 0.3223
H -0.478 5.357 -6.199 1.011 1.150 0.172 0.2977
H 2.465 4.746 -7.525 -0.688 1.817 -0.716 0.1310
H 3.783 5.427 -9.695 -1.510 1.364 0.735 0.3205
H 3.259 7.801 -10.912 -1.172 -0.370 1.627 0.3006
H 1.287 9.431 -9.894 0.357 -1.749 0.889 0.3436
H 0.089 9.610 -7.178 -0.132 -0.700 -0.543 0.3266
O 0.552 -6.983 -2.668 0.320 -0.006 0.712 -0.5789
C 1.216 -7.552 -1.829 -0.066 0.041 -0.489 0.8631
O 1.683 -6.870 -0.767 -0.386 0.405 0.042 -0.1460
C 2.292 -7.482 0.382 0.227 -0.226 0.110 -0.1559
C 3.778 -7.680 0.171 0.144 0.001 -0.226 -1.1295
C 1.617 -8.988 -2.003 -0.402 -0.527 0.232 -1.2975
H 1.779 -8.407 0.654 -0.023 0.090 -0.128 0.2674
H 2.137 -6.790 1.213 -0.164 0.054 -0.253 0.1986
H 3.979 -8.363 -0.658 -0.030 -0.046 0.117 0.3013
H 4.245 -8.085 1.072 -0.059 0.028 -0.052 0.3996
H 4.259 -6.730 -0.078 -0.072 -0.035 0.108 0.2776
H 2.540 -9.038 -2.582 -0.033 0.010 0.056 0.3197
H 0.824 -9.503 -2.548 0.172 0.190 -0.122 0.3341
H 1.738 -9.525 -1.063 0.204 0.081 -0.017 0.3520
O -3.104 -0.617 3.857 -0.690 -0.006 0.262 -0.5755
C -4.304 -0.454 3.895 0.388 -0.249 -0.258 0.5816
O -5.029 -1.017 4.879 0.377 0.051 0.376 -0.3850
C -6.409 -0.718 5.138 -0.241 -0.083 -0.097 -0.3454
C -7.321 -1.591 4.302 0.005 -0.092 -0.233 -0.9103
C -5.017 0.288 2.801 -0.020 0.570 0.216 -0.4063
H -6.613 0.347 5.009 0.079 -0.071 -0.098 0.3501
H -6.574 -0.936 6.196 0.287 -0.008 -0.104 0.3150
H -7.183 -1.409 3.234 -0.070 0.078 0.069 0.2468
H -8.368 -1.404 4.552 0.084 -0.008 0.001 0.3493
H -7.103 -2.648 4.474 -0.031 0.114 0.098 0.2919
H -5.265 -0.406 1.996 -0.018 0.043 0.041 0.2508
H -4.348 1.055 2.417 0.040 -0.454 0.158 -0.0847
H -5.914 0.806 3.136 -0.127 -0.200 -0.084 0.3336
O 2.965 -2.614 0.862 -0.050 0.464 0.664 -0.6251
C 2.409 -2.561 1.939 0.125 -0.512 -0.155 1.1460
O 2.892 -1.758 2.905 0.192 0.484 -0.553 -0.3804
C 2.199 -1.461 4.130 -0.130 -0.169 0.399 -0.3653
C 2.495 -2.501 5.189 0.025 -0.198 0.031 -0.9658
C 1.245 -3.455 2.256 -0.595 0.221 -0.153 -0.9607
H 1.128 -1.332 3.957 0.074 -0.121 -0.071 0.3110
H 2.575 -0.490 4.465 0.105 -0.086 -0.273 0.4248
H 2.141 -3.490 4.890 -0.084 0.096 0.062 0.2384
H 2.019 -2.236 6.136 0.007 -0.029 -0.068 0.2634
H 3.573 -2.587 5.351 -0.070 0.116 -0.014 0.3016
H 1.615 -4.408 2.637 -0.026 0.067 0.024 0.2526
H 0.687 -3.632 1.335 0.283 -0.198 0.083 0.1512
H 0.539 -3.021 2.961 0.137 -0.121 0.169 0.3855
O 1.771 -2.962 8.850 0.593 0.955 0.158 -0.5633
C 2.676 -2.250 9.229 -0.339 -0.780 -0.329 0.8393
O 2.611 -0.916 9.045 -0.515 0.158 -0.005 -0.3580
C 3.519 0.026 9.638 0.215 0.060 -0.045 -0.4190
C 4.748 0.214 8.774 0.151 -0.152 -0.127 -0.9133
C 3.927 -2.840 9.813 0.045 -0.130 0.705 -1.0174
H 3.767 -0.257 10.663 0.004 -0.091 -0.115 0.3776
H 2.977 0.972 9.702 -0.156 -0.241 -0.074 0.3141
H 5.318 -0.713 8.677 0.008 0.077 0.101 0.2656
H 5.403 0.979 9.198 -0.060 -0.049 -0.023 0.3646
H 4.463 0.518 7.763 -0.038 0.059 0.125 0.2449
H 4.623 -3.081 9.008 -0.019 0.047 0.050 0.2293
H 3.660 -3.757 10.342 -0.007 0.023 -0.291 0.3260
H 4.413 -2.198 10.546 0.141 0.070 -0.192 0.3337
O -1.064 -8.733 0.882 -0.310 0.603 -0.197 -0.5818
C -2.013 -8.173 0.381 0.162 -0.454 0.237 0.8426
O -2.263 -6.885 0.676 0.483 0.236 0.080 -0.3478
C -3.221 -6.069 -0.014 -0.260 0.025 -0.027 -0.1134
C -4.601 -6.217 0.593 -0.123 -0.185 0.117 -1.0967
C -2.980 -8.920 -0.491 0.105 -0.063 -0.686 -1.1119
H -3.211 -6.271 -1.088 0.023 -0.102 0.096 0.3215
H -2.885 -5.036 0.107 0.192 -0.196 0.080 0.1531
H -4.973 -7.240 0.499 -0.008 0.086 -0.094 0.2920
H -5.311 -5.545 0.105 0.062 -0.036 0.020 0.3707
H -4.575 -5.987 1.661 0.045 0.073 -0.114 0.3121
H -3.746 -9.383 0.133 0.025 0.054 -0.035 0.2889
H -2.432 -9.701 -1.022 -0.055 -0.011 0.277 0.3021
H -3.446 -8.302 -1.256 -0.165 0.028 0.164 0.3635
```
Positions in Å, forces in eV/Å.

Output
HOMO energy	-10.37	eV
HOMO-LUMO gap	6.98	eV
total charge	+1
calculated total energy	-122481.250	eV
LUMO energy	-3.396	eV